[1]
Molecular formula: C38H50CrIN4O2
Method: DFT, the ωB97M-V functional and the def2-TZVPD basis

XYZ file:
```
96
Properties=species:S:1:pos:R:3:forces:R:3
Cr 0.003 -0.184 -0.363 0.00 -0.01 0.72
C -0.699 -0.474 6.653 0.08 -0.02 -0.04
C 0.763 -0.403 6.190 0.00 0.07 0.07
C 1.313 1.014 6.428 -0.02 -0.11 0.02
C 1.581 -1.379 7.039 -0.05 0.05 -0.07
C 0.855 -0.713 4.696 0.04 -0.06 0.03
C 0.125 0.046 3.803 -0.11 0.10 0.05
C 0.226 -0.172 2.428 0.49 -0.52 -0.03
N -0.400 0.518 1.415 -0.14 0.24 -0.16
C -1.172 1.640 1.384 0.02 -0.10 -0.52
C -1.543 2.464 2.460 -0.08 0.16 0.31
C -2.342 3.562 2.262 0.10 -0.17 0.11
C -2.786 3.847 0.952 0.03 -0.08 -0.08
C -2.429 3.112 -0.159 0.06 -0.06 -0.17
C -1.596 1.982 0.044 0.00 0.14 0.55
O -1.183 1.212 -0.937 -0.12 -0.01 -0.48
C -2.886 3.506 -1.566 0.00 -0.01 -0.08
C -1.662 3.877 -2.423 -0.08 -0.03 0.06
C -3.654 2.347 -2.231 0.10 0.07 0.06
C -3.816 4.721 -1.536 0.03 -0.05 0.03
C -2.755 4.486 3.401 -0.04 0.11 0.07
C -2.284 5.917 3.091 -0.01 -0.09 0.01
C -4.286 4.478 3.539 0.07 0.00 -0.02
C -2.145 4.063 4.739 -0.03 0.01 -0.10
C 1.087 -1.222 1.922 -0.21 0.30 0.83
O 1.126 -1.361 0.606 0.16 -0.32 -0.48
C 1.821 -2.011 2.833 -0.09 0.06 -0.47
C 1.678 -1.719 4.186 -0.12 0.11 0.07
C 2.779 -3.163 2.473 0.06 -0.05 0.05
C 2.296 -4.441 3.179 0.03 0.02 -0.01
C 2.917 -3.489 0.982 -0.11 0.08 0.07
C 4.184 -2.816 2.993 -0.05 0.01 -0.02
H -0.758 -0.299 7.729 -0.02 0.02 -0.01
H -1.119 -1.459 6.441 -0.02 0.01 0.02
H -1.320 0.275 6.158 -0.02 0.00 0.00
H 1.276 1.259 7.492 -0.01 0.02 -0.02
H 0.735 1.764 5.884 -0.01 0.02 0.01
H 2.351 1.078 6.096 0.00 0.03 0.01
H 1.470 -1.120 8.093 0.00 0.00 0.00
H 2.644 -1.324 6.798 0.01 -0.05 0.01
H 1.236 -2.406 6.911 0.04 -0.01 0.01
H -0.540 0.801 4.186 0.03 -0.05 0.01
H -1.187 2.242 3.448 -0.02 0.07 -0.06
H -3.436 4.698 0.819 0.03 0.01 0.00
H -0.928 3.073 -2.429 0.02 -0.02 -0.02
H -1.188 4.782 -2.038 0.01 -0.01 0.00
H -1.976 4.065 -3.452 0.01 0.03 0.01
H -2.975 1.551 -2.527 -0.01 -0.06 0.01
H -4.163 2.706 -3.127 0.01 -0.01 0.00
H -4.408 1.945 -1.550 -0.02 0.00 -0.03
H -3.326 5.589 -1.090 -0.04 0.02 -0.01
H -4.734 4.507 -0.984 -0.01 0.05 -0.01
H -4.092 4.986 -2.557 -0.01 -0.01 0.00
H -2.734 6.303 2.176 0.01 0.01 -0.01
H -1.199 5.951 2.979 0.00 0.02 0.00
H -2.567 6.583 3.907 0.01 0.01 -0.01
H -4.775 4.795 2.617 -0.02 0.00 0.01
H -4.587 5.165 4.331 -0.02 -0.01 0.00
H -4.648 3.480 3.792 -0.01 0.00 -0.01
H -1.054 4.057 4.691 0.00 -0.01 0.05
H -2.495 3.073 5.042 0.03 -0.01 0.02
H -2.441 4.771 5.512 0.00 -0.01 0.01
H 2.236 -2.321 4.887 0.01 0.02 -0.02
H 1.279 -4.694 2.872 -0.03 -0.01 -0.01
H 2.306 -4.334 4.264 -0.02 -0.05 -0.01
H 2.950 -5.275 2.917 -0.01 0.00 0.03
H 1.978 -3.842 0.557 -0.02 0.04 -0.05
H 3.653 -4.288 0.869 -0.02 0.00 0.03
H 3.257 -2.630 0.410 -0.01 0.04 -0.07
H 4.188 -2.648 4.070 0.04 0.02 -0.01
H 4.566 -1.917 2.504 0.01 0.00 0.01
H 4.869 -3.639 2.778 0.01 0.02 0.01
I -2.100 -5.268 1.789 -0.04 0.23 -0.14
C -2.477 -3.484 0.763 0.00 -0.31 0.15
C -3.771 -3.072 0.484 0.12 0.11 -0.04
C -3.933 -1.883 -0.210 -0.04 -0.10 0.01
C -2.822 -1.141 -0.555 -0.02 0.14 -0.06
N -1.569 -1.519 -0.250 -0.59 -0.56 0.05
C -1.408 -2.698 0.375 0.05 -0.01 0.00
H -4.623 -3.660 0.795 0.00 -0.01 -0.02
H -4.917 -1.526 -0.478 0.01 0.02 0.01
H -2.924 -0.204 -1.082 0.03 0.03 0.03
H -0.394 -3.008 0.573 0.07 0.09 0.04
N 4.686 3.605 -1.579 -0.04 -0.04 -0.01
C 3.674 2.767 -1.287 -0.11 -0.09 0.06
C 3.490 2.262 0.013 0.03 0.05 -0.07
C 2.438 1.425 0.273 0.06 -0.07 0.08
N 1.546 1.049 -0.659 0.55 0.45 -0.40
C 1.726 1.521 -1.907 -0.08 0.04 0.08
C 2.751 2.354 -2.265 0.06 0.03 -0.06
H 5.320 3.910 -0.864 0.04 0.03 -0.02
H 4.799 3.975 -2.505 0.03 0.01 0.02
H 4.175 2.528 0.806 -0.04 -0.01 0.03
H 2.293 1.031 1.270 -0.04 -0.03 0.00
H 0.987 1.215 -2.641 0.03 0.07 -0.03
H 2.843 2.693 -3.288 -0.04 0.00 0.00
```
Forces are in eV/Å.

Computed properties:
Lowest unoccupied orbital energy (alpha / beta) in eV: -3.196 / -4.396
Orbital gap (alpha / beta) in eV: 6.28 / 5.57
Total energy in a.u.: -3189.5954
2S+1: 5
Net charge: +1

[2]
Molecular formula: C36H87N7O3S3
Method: DFT, the ωB97M-V functional and the def2-TZVPD basis

XYZ file:
```
136
Properties=species:S:1:pos:R:3:forces:R:3
C -6.236 -2.148 -1.334 2.09 -0.46 0.59
C -7.528 -1.935 -0.631 -0.19 -0.33 0.64
N -7.543 -2.220 0.843 0.92 -0.24 -2.38
C -6.914 -1.147 1.621 -0.35 -0.54 2.19
C -6.646 -1.603 3.115 -1.36 -0.42 -0.92
C -8.919 -2.610 1.203 0.29 0.57 1.34
C -9.899 -1.429 1.240 -0.21 -0.14 -0.88
H -6.259 -1.906 -2.397 -0.14 0.01 0.08
H -5.935 -3.186 -1.192 -0.32 -0.38 -0.42
H -5.357 -1.690 -0.880 -0.07 0.88 0.01
H -7.934 -0.947 -0.851 -0.19 0.18 -0.09
H -8.096 -2.705 -1.154 -0.97 0.27 0.48
H -5.934 -0.745 1.366 -0.02 -0.62 -1.34
H -7.586 -0.289 1.617 0.00 0.42 0.26
H -7.616 -1.797 3.573 -0.08 0.59 0.45
H -6.227 -2.606 3.193 0.62 0.12 -0.51
H -6.048 -0.895 3.688 -0.21 0.02 -0.07
H -8.847 -3.076 2.186 -0.21 -0.02 0.15
H -9.261 -3.406 0.541 0.17 0.20 -0.18
H -10.956 -1.693 1.274 0.07 -0.42 0.61
H -9.873 -0.947 0.263 0.33 0.42 0.02
H -9.664 -0.706 2.021 -0.11 -0.07 -0.05
C 2.158 3.167 2.092 0.39 -0.24 0.97
C 1.242 4.185 2.849 0.23 -0.19 -1.79
N 1.865 5.373 3.476 -0.67 0.02 -0.10
C 2.397 5.036 4.792 0.26 0.81 -0.64
C 1.389 4.850 5.883 -0.02 -1.62 0.08
C 2.931 5.884 2.626 0.95 0.84 -0.26
C 3.507 7.340 2.906 -0.60 -0.72 -0.81
H 1.524 2.343 1.765 -0.05 0.01 -0.09
H 2.893 2.722 2.762 -0.07 -0.14 0.24
H 2.770 3.503 1.255 -0.47 0.52 -0.17
H 0.528 4.487 2.084 -0.02 0.71 -0.19
H 0.583 3.566 3.458 0.46 0.35 0.93
H 3.005 4.154 4.589 0.34 -0.38 0.86
H 3.036 5.848 5.138 0.34 -0.03 -0.37
H 0.911 5.739 6.296 0.19 -0.01 -0.26
H 0.655 4.110 5.563 -0.45 0.24 0.03
H 1.943 4.294 6.638 -0.15 0.34 0.59
H 2.592 5.881 1.590 -0.34 0.22 -0.02
H 3.764 5.184 2.573 0.41 -0.29 0.42
H 4.501 7.513 2.493 0.20 -0.72 -0.20
H 3.628 7.680 3.935 -0.67 -0.20 0.04
H 2.900 7.995 2.281 -0.28 0.45 0.69
C 5.628 6.521 -1.787 -0.56 1.56 2.06
C 5.535 5.428 -2.774 0.20 -0.68 0.09
N 4.221 4.993 -3.259 0.19 1.12 -1.46
C 3.306 4.523 -2.247 -0.83 -0.17 -0.02
C 2.004 3.906 -2.831 1.13 -0.75 -0.09
C 3.607 6.053 -4.162 0.62 -1.74 0.52
C 4.441 6.380 -5.391 -0.18 0.19 -0.86
H 5.103 6.297 -0.859 -0.78 -0.06 -0.06
H 5.306 7.508 -2.118 0.03 0.04 -0.08
H 6.612 6.610 -1.326 0.52 0.10 -0.77
H 6.169 5.752 -3.599 -0.10 -0.72 -0.33
H 6.003 4.627 -2.202 0.08 -0.75 -0.72
H 3.816 3.744 -1.681 0.15 -0.04 0.07
H 2.988 5.276 -1.525 0.14 0.46 0.28
H 1.699 3.062 -2.212 -0.29 0.31 0.45
H 1.160 4.574 -2.999 0.25 0.02 -0.02
H 2.315 3.385 -3.737 -0.26 0.30 -0.48
H 3.404 6.906 -3.513 -0.34 0.44 -0.40
H 2.701 5.601 -4.565 -0.28 0.27 0.43
H 5.251 7.093 -5.234 0.08 -0.25 -0.04
H 3.833 6.748 -6.218 -0.59 1.04 0.50
H 4.740 5.525 -5.996 0.81 -0.66 0.97
C 1.907 -3.387 -2.480 -0.42 0.36 1.30
C 0.927 -3.288 -1.217 0.39 0.53 -2.38
N 0.366 -1.902 -0.987 0.55 -1.76 3.54
C -0.812 -1.918 -0.052 -1.64 0.33 -1.86
C -2.118 -2.183 -0.881 0.45 0.88 0.62
C 1.402 -0.971 -0.526 0.01 2.72 -2.32
C 1.013 0.565 -0.643 1.12 -0.41 1.02
H 1.495 -2.779 -3.285 -0.03 0.03 0.05
H 1.961 -4.412 -2.848 -0.17 -0.01 0.29
H 2.931 -3.067 -2.286 -0.13 0.08 0.16
H 0.163 -4.038 -1.423 -0.41 0.44 0.44
H 1.322 -3.449 -0.214 0.52 -0.53 -0.06
H -0.907 -0.983 0.501 0.24 0.03 -0.17
H -0.823 -2.774 0.622 1.03 -0.13 0.07
H -2.969 -2.199 -0.200 0.18 -0.63 0.22
H -1.963 -3.126 -1.406 -0.55 0.18 -0.21
H -2.392 -1.327 -1.496 0.48 -0.23 -0.55
H 1.683 -1.146 0.512 -0.45 -0.37 0.17
H 2.314 -1.055 -1.117 -0.17 -0.64 -0.10
H 1.952 1.073 -0.423 0.20 -0.12 0.98
H 0.905 1.115 -1.578 -1.08 -1.14 -0.57
H 0.293 0.816 0.135 -0.15 0.34 -0.38
C -1.023 -6.558 -2.626 1.09 -0.03 2.05
C 0.105 -6.834 -1.669 -1.04 0.50 -1.40
N 0.918 -6.989 -0.882 0.62 -0.07 0.62
H -0.963 -7.213 -3.495 -0.39 0.34 0.16
H -1.040 -5.489 -2.841 0.26 -0.27 -0.48
H -1.862 -6.678 -1.941 -0.58 -0.54 -0.66
C 1.009 -6.950 3.357 0.29 -0.29 0.14
C 0.807 -5.624 2.843 0.16 2.44 -1.37
N 0.685 -4.529 2.466 0.05 -1.81 0.42
H 0.611 -7.714 2.689 -0.57 0.14 0.29
H 0.580 -6.877 4.356 -0.06 -0.87 0.02
H 2.068 -7.205 3.410 0.09 0.38 0.23
C 0.458 -1.529 3.428 0.03 0.77 1.33
C 1.341 -0.447 3.880 3.44 6.05 1.64
N 2.001 0.503 4.262 -3.71 -5.66 -2.21
H 0.417 -1.641 2.345 0.45 -0.45 0.39
H -0.547 -1.282 3.770 -0.12 0.13 -0.09
H 0.777 -2.345 4.076 -0.13 -0.72 -0.92
C -2.892 3.445 2.483 -0.57 -0.31 -0.61
S -2.765 2.491 0.894 2.05 -0.76 1.73
O -2.125 1.165 1.409 -1.58 1.42 -1.20
C -4.538 2.473 0.597 -0.74 -0.74 0.74
H -3.349 4.416 2.289 0.13 0.04 -0.01
H -1.939 3.543 3.004 0.10 -0.07 -0.53
H -3.565 2.853 3.102 0.03 -0.01 0.03
H -4.824 3.461 0.236 0.18 0.00 -0.03
H -5.055 2.263 1.533 -0.03 0.17 0.14
H -4.912 1.707 -0.082 0.61 0.05 -0.34
C 6.910 -5.815 1.334 -0.97 0.92 -1.31
S 5.576 -5.020 0.315 0.25 -0.77 1.16
O 5.518 -5.824 -0.930 -0.48 0.04 0.13
C 4.241 -5.485 1.528 -0.80 0.02 -0.89
H 6.985 -5.168 2.209 0.24 -0.56 0.25
H 7.780 -5.744 0.681 0.11 -0.06 0.30
H 6.578 -6.848 1.439 0.28 0.13 0.46
H 4.414 -4.986 2.481 0.17 -0.10 -0.06
H 3.992 -6.542 1.626 1.06 -0.37 0.14
H 3.272 -5.172 1.141 0.11 0.78 -0.22
C 0.181 -4.310 -7.008 0.59 0.62 0.96
S -0.385 -4.453 -5.240 -0.87 -0.76 -1.44
O -1.577 -5.407 -5.274 1.26 1.42 0.13
C -1.068 -2.750 -5.063 -0.49 -1.00 0.20
H 0.795 -3.410 -7.056 -0.17 0.33 0.03
H -0.659 -4.222 -7.697 -0.02 -0.26 0.23
H 0.904 -5.088 -7.254 -0.57 -0.43 0.12
H -1.671 -2.579 -5.955 0.18 0.43 0.07
H -0.355 -1.976 -4.779 0.24 -0.14 -0.57
H -1.743 -2.856 -4.214 -0.17 -0.06 -0.01
```
Forces are in eV/Å.

Computed properties:
Lowest unoccupied orbital energy (alpha / beta) in eV: -1.894 / -6.421
Orbital gap (alpha / beta) in eV: 7.85 / 3.32
Total energy in a.u.: -3226.8033
2S+1: 2
Energy relative to the best compared isomer or geometry (same formula, charge and spin) in kJ/mol: 104.5
Net charge: +1